Record 1
{"formula": "C9H16N3", "method": "ωB97M-V/def2-TZVPD", "species": ["C", "C", "N", "N", "N", "H", "H", "H", "H", "H", "H", "H", "H", "C", "C", "C", "C", "C", "C", "C", "H", "H", "H", "H", "H", "H", "H", "H"], "coordinates": [[-0.082860, -2.702373, -0.813618], [1.849119, -1.100014, -0.864345], [1.327038, -2.444257, -1.081877], [3.168824, -1.130017, -1.251712], [1.083449, -0.026020, -0.666515], [2.177206, -3.157887, -1.180468], [3.652944, -1.918339, -1.425148], [3.483562, -0.231553, -1.518758], [0.248288, 0.006261, -0.134608], [1.460699, 0.911347, -0.752201], [-0.742830, -2.283153, -1.658838], [-0.211827, -2.102679, 0.167986], [-0.306812, -3.709690, -0.641870], [0.227671, 2.369556, 2.321139], [-2.184266, 0.198391, -0.673339], [-1.667299, 1.408444, -1.044127], [-2.225554, -0.073267, 0.722475], [-0.885200, 2.146380, -0.105210], [-1.541290, 0.670325, 1.694833], [-0.620421, 1.683589, 1.268425], [-2.791345, -0.430777, -1.358161], [-1.916930, 1.834409, -2.049542], [-2.901693, -1.026845, 0.981791], [-0.274309, 2.991001, -0.408489], [-1.584582, 0.533191, 2.753189], [-0.244642, 3.266653, 2.494494], [1.290931, 2.486253, 2.015546], [0.212135, 1.831083, 3.208939]], "atomic_forces_ev_per_a": [[0.0, 3.2, 0.6], [0.8, -6.2, -3.1], [3.1, 2.3, 0.9], [-4.6, 5.3, 2.2], [1.6, 0.3, -0.3], [-3.3, 1.6, 0.3], [1.8, -3.0, -0.9], [1.3, 0.5, -0.2], [-0.7, -0.9, 0.2], [0.5, -0.4, 0.0], [1.0, -0.6, 1.3], [-0.8, -1.2, -1.4], [-0.1, -1.5, 0.2], [1.2, -1.5, -2.8], [-2.0, -2.2, 2.7], [0.6, 2.4, -0.8], [-2.5, -3.5, -2.2], [2.1, -0.7, 3.1], [1.1, 0.6, -0.7], [-1.5, 1.5, -2.8], [0.7, 0.5, 0.5], [0.5, -0.3, 1.0], [1.7, 2.4, -0.1], [-0.5, 0.2, -0.3], [-0.5, -0.6, 0.5], [-0.7, 2.5, 0.5], [-0.8, 0.2, 0.1], [0.0, -1.1, 1.6]], "lowdin_charge": [-0.06, -0.28, 0.00, 0.22, 0.23, 0.22, 0.08, 0.12, 0.04, 0.14, 0.12, 0.10, 0.08, 0.02, -0.05, 0.02, 0.00, 0.03, 0.09, -0.18, 0.15, 0.17, 0.19, 0.14, 0.14, 0.08, 0.12, 0.07], "largest_force_ev_per_a": 7.32, "de_lowest_kcal_mol": 56.2, "homo_lumo_gap_ev": [9.52, 5.13], "spin_multiplicity": 2, "e_tot_ha": -516.06638, "e_lumo_ev": [-7.608, -11.964], "total_charge": 2, "s_squared": 0.77}

Record 2
{"formula": "C9H16N3O", "method": "ωB97M-V/def2-TZVPD", "species": ["C", "C", "N", "N", "N", "H", "H", "H", "H", "H", "H", "H", "H", "C", "C", "C", "C", "C", "C", "C", "O", "H", "H", "H", "H", "H", "H", "H", "H"], "coordinates": [[-2.429918, 0.692967, 2.332934], [0.003957, 0.358624, 2.537052], [-1.124877, 1.221020, 2.615674], [-0.033628, -0.874169, 1.972427], [1.100489, 0.724549, 3.354424], [-1.041280, 2.231941, 2.850203], [-0.748385, -1.102904, 1.253824], [0.790375, -1.457833, 1.959764], [1.192590, 1.651474, 3.703440], [2.043136, 0.310609, 3.222445], [-3.078204, 0.661007, 3.080521], [-2.595111, -0.138355, 1.783003], [-2.904763, 1.328064, 1.586202], [-1.214043, 0.491988, -3.952150], [1.262183, -0.679847, -0.777378], [0.110672, -1.531098, -0.965499], [1.340777, 0.615780, -1.356859], [-0.820491, -1.007476, -1.922220], [0.508994, 0.870697, -2.383602], [-0.564643, 0.086142, -2.713966], [2.246073, -1.281110, -0.100537], [-0.066926, -2.573757, -0.709507], [2.784525, -0.814125, 0.514766], [2.136928, 1.247736, -1.200134], [-1.675911, -1.601836, -1.912914], [0.471629, 1.862521, -2.831510], [-0.759568, 1.363460, -4.215173], [-2.313346, 0.583536, -3.845301], [-0.983105, -0.189128, -4.822880]], "atomic_forces_ev_per_a": [[0.8, 3.7, -3.1], [-0.4, 1.4, 2.4], [3.0, -2.5, -0.5], [-1.0, 2.0, 0.3], [-0.4, -1.7, -2.3], [0.2, -1.5, -0.2], [0.9, 0.4, 0.8], [0.0, 0.1, 0.0], [-0.5, 0.7, 0.2], [-1.3, 0.1, -0.1], [-2.3, -0.1, 3.9], [1.0, -3.5, -1.3], [-0.1, 0.8, 0.1], [-2.5, -2.7, -1.1], [-1.9, -0.7, -0.5], [0.5, 3.3, -2.3], [-0.2, -3.3, 0.8], [1.6, -1.0, 1.5], [-1.1, 1.8, 0.2], [0.2, -0.8, 0.4], [0.6, -1.6, 0.8], [0.6, 0.3, 0.7], [0.6, 1.2, 0.2], [1.8, 1.2, 0.7], [-1.6, -0.7, -1.1], [0.8, -0.2, -0.2], [0.6, 2.8, -1.0], [0.6, 0.1, -0.3], [-0.4, 0.3, 1.0]], "lowdin_charge": [-0.06, -0.29, 0.05, 0.21, 0.17, 0.18, 0.12, 0.12, 0.10, 0.13, 0.05, 0.06, 0.11, -0.05, -0.33, -0.02, 0.00, -0.02, -0.06, -0.30, 0.05, 0.12, 0.09, 0.09, 0.09, 0.13, 0.03, 0.10, 0.12], "largest_force_ev_per_a": 4.84, "de_lowest_kcal_mol": 65.3, "homo_lumo_gap_ev": 8.23, "spin_multiplicity": 1, "e_tot_ha": -591.75161, "e_lumo_ev": -3.071, "total_charge": 1}

Record 3
{"formula": "C9H16N3O", "method": "ωB97M-V/def2-TZVPD", "species": ["C", "C", "N", "N", "N", "H", "H", "H", "H", "H", "H", "H", "H", "C", "C", "C", "C", "C", "C", "C", "O", "H", "H", "H", "H", "H", "H", "H", "H"], "coordinates": [[-0.443280, -3.834130, -2.328759], [-0.872564, -3.105638, 0.016891], [-2.031790, -2.497571, -0.288138], [-0.009775, -3.510478, -0.891407], [-0.416235, -3.057387, 1.298774], [-2.402707, -2.490701, -1.218242], [-2.546468, -2.115722, 0.476529], [0.954520, -3.805868, -0.850855], [0.420197, -3.518232, 1.588129], [-0.559765, -2.208983, 1.837664], [-0.047893, -4.790355, -2.651179], [-0.039438, -3.076321, -2.977735], [-1.518566, -3.932583, -2.430148], [2.132133, 4.268408, -0.551033], [-0.413660, 1.367001, 1.222012], [-0.916299, 2.025794, 0.118739], [0.740162, 1.747476, 1.952134], [0.032514, 2.941207, -0.454719], [1.686109, 2.486213, 1.275760], [1.294623, 3.106238, 0.054054], [-1.266813, 0.452219, 1.841233], [-2.162322, 0.770823, 1.974003], [-1.814603, 1.905668, -0.462814], [0.864846, 1.111643, 2.833879], [-0.184035, 3.384870, -1.440591], [2.600110, 2.683905, 1.781712], [1.766660, 5.130520, 0.032679], [1.989822, 4.335506, -1.597553], [3.164515, 4.226478, -0.161020]], "atomic_forces_ev_per_a": [[0.2, 0.2, 1.2], [1.9, 1.7, 1.1], [1.1, -1.1, 0.3], [-1.5, -1.7, -4.0], [-1.0, 0.6, 0.2], [0.0, 0.2, -0.1], [-0.5, 0.1, 0.2], [-0.2, 0.3, 1.5], [0.4, -0.4, -0.4], [-0.5, -0.1, -0.1], [0.3, -0.2, 0.3], [-0.1, 0.4, -0.3], [-0.1, 0.2, 0.1], [-0.1, -0.9, 3.2], [-2.3, 1.0, 1.1], [3.2, 1.5, -1.1], [-0.6, -2.3, -1.7], [-1.1, -1.4, -0.6], [-1.5, 0.6, -0.3], [1.3, 1.3, 0.5], [0.4, -1.3, 0.5], [0.1, 0.4, -0.2], [-0.4, -0.6, 0.5], [0.4, 0.8, 0.0], [-0.1, 0.1, 0.7], [0.8, 0.3, -0.1], [-0.2, 0.1, -0.9], [0.2, 0.4, -0.9], [-0.1, -0.3, -0.9]], "lowdin_charge": [0.00, -0.42, 0.23, 0.07, 0.19, 0.12, 0.12, 0.16, 0.12, 0.12, 0.09, 0.09, 0.08, -0.04, -0.33, 0.00, -0.01, -0.06, -0.03, -0.26, -0.03, 0.10, 0.11, 0.12, 0.12, 0.10, 0.09, 0.06, 0.08], "largest_force_ev_per_a": 4.58, "de_lowest_kcal_mol": 33.8, "homo_lumo_gap_ev": 8.19, "spin_multiplicity": 1, "e_tot_ha": -591.80169, "e_lumo_ev": -2.901, "total_charge": 1}